1.
95
Properties=species:S:1:pos:R:3 method="wB97M-V/def2-TZVPD" spin_multiplicity=4 e_tot_ha=-3097.29219
Re -0.119 0.294 -0.407
C 6.503 -4.576 -1.975
O 6.179 -3.550 -1.061
C 6.302 -2.268 -1.472
C 6.796 -1.886 -2.716
C 6.865 -0.543 -3.052
C 6.407 0.435 -2.176
C 5.932 0.042 -0.915
C 5.897 -1.287 -0.563
N 6.563 1.786 -2.553
N 5.798 2.686 -2.166
C 4.559 2.470 -1.564
C 4.181 3.285 -0.508
C 2.986 3.116 0.183
C 2.096 2.117 -0.186
O 0.956 1.866 0.405
C 2.441 1.319 -1.315
N 1.513 0.377 -1.641
C 1.716 -0.401 -2.691
C 2.835 -0.242 -3.507
C 3.778 0.712 -3.205
C 3.632 1.494 -2.043
H 6.258 -5.509 -1.476
H 7.569 -4.569 -2.222
H 5.916 -4.493 -2.894
H 7.141 -2.623 -3.428
H 7.243 -0.243 -4.021
H 5.620 0.791 -0.201
H 5.534 -1.597 0.408
H 4.895 4.029 -0.177
H 2.738 3.754 1.021
H 0.958 -1.147 -2.881
H 2.946 -0.871 -4.378
H 4.606 0.881 -3.878
C 2.072 0.340 3.964
C 1.084 -0.386 3.063
C 0.474 -1.593 3.763
O 0.041 0.479 2.653
C 1.829 -0.962 1.811
O 2.937 -1.439 1.967
O 1.185 -0.940 0.688
H 1.624 0.524 4.942
H 2.360 1.297 3.521
H 2.966 -0.269 4.084
H 0.004 -1.295 4.702
H 1.261 -2.315 3.970
H -0.275 -2.063 3.125
H 0.428 1.330 2.401
O -1.417 2.922 -0.731
N -1.576 2.489 -1.844
O -1.100 1.312 -2.047
C -1.795 -3.618 0.326
Si -0.899 -2.941 -1.208
C -1.845 -3.537 -2.735
C 0.861 -3.638 -1.275
O -0.909 -1.329 -1.219
H -1.599 -4.684 0.447
H -2.876 -3.494 0.236
H -1.467 -3.107 1.234
H -1.822 -4.627 -2.795
H -1.409 -3.141 -3.654
H -2.891 -3.226 -2.702
H 0.872 -4.705 -1.046
H 1.502 -3.126 -0.555
H 1.300 -3.508 -2.267
O -2.009 0.462 0.594
S -2.865 0.009 1.747
C -3.606 1.578 2.349
C -2.521 2.434 2.939
C -2.148 3.623 2.329
C -1.129 4.395 2.868
C -0.484 3.988 4.025
C -0.854 2.801 4.642
C -1.865 2.026 4.099
C -4.341 -0.708 0.872
C -4.959 0.237 -0.106
C -6.137 0.918 0.191
C -6.647 1.856 -0.693
C -5.981 2.123 -1.881
C -4.817 1.436 -2.192
C -4.308 0.494 -1.312
H -4.355 1.298 3.093
H -4.070 2.053 1.487
H -2.637 3.937 1.419
H -0.839 5.314 2.376
H 0.306 4.595 4.449
H -0.352 2.477 5.545
H -2.148 1.091 4.570
H -5.029 -1.039 1.650
H -3.904 -1.566 0.363
H -6.666 0.708 1.114
H -7.557 2.387 -0.447
H -6.375 2.863 -2.565
H -4.295 1.637 -3.117
H -3.395 -0.037 -1.551

***

2.
91
Properties=species:S:1:pos:R:3 method="wB97M-V/def2-TZVPD" spin_multiplicity=2 de_lowest_kj_mol=32.1
Ti -0.055 -0.206 0.075
C 4.248 0.811 -1.643
C 3.289 1.741 -0.904
C 2.727 1.102 0.377
N 1.315 1.363 0.551
C 0.910 2.450 1.190
C 1.734 3.300 1.944
C 1.477 4.507 2.581
C 0.359 5.314 2.571
C -0.825 5.024 1.898
C -1.216 3.879 1.247
C -0.562 2.625 1.088
N -1.168 1.542 0.686
C -2.605 1.539 0.472
C -2.972 1.924 -0.967
C -1.790 1.938 -1.926
N -0.962 0.738 -1.871
C -0.525 0.211 -2.967
C -0.760 0.730 -4.293
C -0.873 0.057 -5.478
C -0.670 -1.304 -5.752
C -0.012 -2.168 -4.909
C 0.582 -1.947 -3.666
C 0.497 -0.862 -2.785
N 1.258 -0.670 -1.701
C 2.615 -1.217 -1.800
C 3.576 -0.253 -2.511
H 4.903 0.321 -0.910
H 4.912 1.398 -2.284
H 2.448 1.996 -1.555
H 3.791 2.679 -0.656
H 3.321 1.403 1.245
H 2.852 0.025 0.319
H 2.753 2.957 2.063
H 2.323 4.891 3.142
H 0.417 6.261 3.092
H -1.573 5.811 1.901
H -2.207 3.924 0.815
H -3.111 2.180 1.199
H -2.955 0.533 0.673
H -3.425 2.919 -1.001
H -3.730 1.232 -1.343
H -1.146 2.795 -1.700
H -2.192 2.099 -2.928
H -0.928 1.797 -4.341
H -1.176 0.673 -6.320
H -0.957 -1.667 -6.730
H 0.135 -3.174 -5.293
H 1.168 -2.779 -3.300
H 3.003 -1.450 -0.810
H 2.632 -2.169 -2.334
H 3.023 0.235 -3.321
H 4.363 -0.844 -2.992
O -3.895 -0.809 2.757
C -3.309 -0.098 3.749
C -4.131 0.431 4.744
C -3.580 1.157 5.780
C -2.204 1.369 5.846
C -1.392 0.838 4.865
C -1.924 0.101 3.805
C -1.041 -0.444 2.744
O -1.583 -0.939 1.677
N 0.252 -0.393 2.931
N 0.867 -1.073 1.838
C 1.856 -1.788 2.192
C 2.485 -2.773 1.281
C 3.812 -3.142 1.479
C 4.358 -4.095 0.630
C 3.552 -4.645 -0.352
C 2.232 -4.221 -0.450
N 1.698 -3.305 0.345
H -3.156 -1.036 2.146
H -5.196 0.256 4.676
H -4.227 1.566 6.546
H -1.776 1.946 6.655
H -0.322 0.991 4.888
H 2.200 -1.743 3.224
H 4.398 -2.686 2.265
H 5.389 -4.403 0.742
H 3.929 -5.399 -1.029
H 1.574 -4.641 -1.204
C -3.268 -3.200 -0.050
S -2.666 -1.805 -0.981
C -2.937 -2.407 -2.636
O -1.157 -1.892 -0.812
H -2.864 -4.122 -0.465
H -4.357 -3.202 -0.063
H -2.904 -3.050 0.965
H -3.993 -2.656 -2.742
H -2.300 -3.278 -2.788
H -2.662 -1.624 -3.341

***

3.
98
Properties=species:S:1:pos:R:3 method="wB97M-V/def2-TZVPD" spin_multiplicity=3 charge=-2 de_lowest_kj_mol=0.0
V -1.185 -0.121 -0.454
C 2.649 -3.194 3.265
O 2.996 -2.311 2.201
C 3.965 -1.399 2.403
C 4.910 -1.475 3.421
C 5.937 -0.542 3.501
C 6.022 0.480 2.571
C 5.051 0.588 1.585
C 4.006 -0.323 1.492
N 3.064 -0.188 0.462
C 1.677 -0.116 0.572
N 1.226 0.029 1.825
C -0.074 0.191 2.364
C -1.228 0.347 1.595
C -2.405 0.498 2.352
C -2.434 0.496 3.739
C -1.256 0.364 4.464
C -0.081 0.217 3.760
O 1.141 0.088 4.443
C 1.735 1.353 4.693
N 0.927 -0.118 -0.496
C 1.626 -0.038 -1.743
C 1.623 1.203 -2.381
C 2.278 1.427 -3.578
C 2.969 0.378 -4.171
C 2.991 -0.860 -3.558
C 2.334 -1.090 -2.346
O 2.523 -2.332 -1.826
C 1.498 -2.899 -0.999
H 1.713 -3.660 2.964
H 2.479 -2.628 4.184
H 3.435 -3.941 3.418
H 4.855 -2.286 4.133
H 6.670 -0.626 4.293
H 6.820 1.209 2.624
H 5.074 1.410 0.880
H 3.420 0.082 -0.440
H 1.900 -0.144 2.550
H -3.344 0.618 1.827
H -3.381 0.595 4.257
H -1.236 0.354 5.548
H 2.725 1.171 5.114
H 1.133 1.931 5.402
H 1.832 1.932 3.768
H 1.074 2.003 -1.904
H 2.221 2.403 -4.042
H 3.480 0.518 -5.117
H 3.517 -1.698 -3.997
H 1.615 -3.979 -1.092
H 0.515 -2.594 -1.349
H 1.618 -2.611 0.044
C -1.072 -0.136 -4.241
Si -1.802 0.806 -2.732
C -3.670 0.768 -3.098
C -1.357 2.644 -3.035
C -1.263 3.281 -4.275
C -0.943 4.629 -4.370
C -0.727 5.366 -3.209
C -0.828 4.744 -1.971
C -1.131 3.382 -1.861
Si -1.272 2.374 -0.203
C 0.178 3.129 0.815
C -2.800 3.202 0.591
H -1.696 0.001 -5.134
H -1.032 -1.207 -4.021
H -0.058 0.195 -4.480
H -3.867 1.239 -4.069
H -4.243 1.294 -2.331
H -4.045 -0.258 -3.121
H -1.435 2.711 -5.186
H -0.862 5.108 -5.342
H -0.477 6.421 -3.273
H -0.658 5.334 -1.074
H 0.232 4.216 0.688
H 1.150 2.713 0.529
H 0.027 2.917 1.878
H -2.814 4.265 0.325
H -2.781 3.114 1.679
H -3.729 2.747 0.238
C -3.512 -3.714 -1.920
N -2.695 -3.693 -0.714
C -3.010 -4.477 0.361
C -2.361 -4.366 1.527
C -1.310 -3.357 1.675
O -0.642 -3.276 2.708
N -1.093 -2.532 0.600
C -1.746 -2.706 -0.541
O -1.501 -1.938 -1.520
H -3.787 -4.748 -2.137
H -2.926 -3.310 -2.739
H -4.403 -3.098 -1.791
H -3.815 -5.183 0.198
H -2.606 -4.993 2.371
F -5.440 -1.301 -1.206
B -4.869 -0.859 0.002
F -3.463 -0.636 -0.209
F -5.458 0.336 0.417
F -5.008 -1.858 0.975

***

4.
87
Properties=species:S:1:pos:R:3 method="wB97M-V/def2-TZVPD" spin_multiplicity=1 charge=+2 de_lowest_kj_mol=47.2
Ga 0.661 -1.891 -0.061
O -0.100 -0.983 -1.774
P -0.705 0.318 -2.258
C -1.933 0.895 -1.029
P -1.224 0.879 0.650
O -0.535 -0.440 0.946
C -2.559 1.175 1.809
C -3.843 1.553 1.428
C -4.805 1.782 2.400
C -4.486 1.637 3.742
C -3.206 1.252 4.124
C -2.242 1.026 3.159
C -0.067 2.249 0.742
C 1.304 2.029 0.726
C 2.171 3.107 0.809
C 1.667 4.396 0.914
C 0.297 4.617 0.933
C -0.573 3.544 0.847
C 0.589 1.546 -2.478
C 0.307 2.880 -2.758
C 1.344 3.763 -3.004
C 2.659 3.316 -2.990
C 2.942 1.985 -2.717
C 1.909 1.100 -2.461
C -1.641 0.080 -3.770
C -1.421 -1.080 -4.508
C -2.164 -1.317 -5.653
C -3.121 -0.398 -6.060
C -3.323 0.771 -5.337
C -2.583 1.016 -4.194
H -2.764 0.185 -1.070
H -2.296 1.896 -1.273
H -4.095 1.671 0.381
H -5.802 2.079 2.106
H -5.237 1.833 4.496
H -2.962 1.140 5.172
H -1.234 0.741 3.436
H 1.687 1.019 0.650
H 3.239 2.941 0.803
H 2.346 5.235 0.994
H -0.094 5.621 1.028
H -1.647 3.698 0.880
H -0.719 3.229 -2.793
H 1.125 4.799 -3.225
H 3.464 4.005 -3.208
H 3.966 1.634 -2.723
H 2.118 0.056 -2.261
H -0.675 -1.791 -4.176
H -2.000 -2.218 -6.229
H -3.715 -0.591 -6.943
H -4.062 1.490 -5.665
H -2.742 1.933 -3.638
C -0.313 -5.633 1.237
C -0.836 -4.208 1.327
O -0.966 -3.568 0.050
C -2.024 -4.122 -0.754
C -2.006 -3.491 -2.126
H 0.087 -5.947 2.201
H 0.479 -5.702 0.489
H -1.100 -6.333 0.963
H -0.135 -3.581 1.881
H -1.798 -4.173 1.847
H -2.974 -3.937 -0.243
H -1.883 -5.200 -0.840
H -2.147 -2.413 -2.055
H -2.809 -3.913 -2.727
H -1.054 -3.689 -2.619
C 3.076 -3.482 1.920
Si 2.223 -1.889 2.405
C 0.894 -1.923 3.716
C 3.312 -0.390 2.373
C 3.346 0.465 3.480
C 4.273 1.492 3.541
C 5.173 1.680 2.501
C 5.142 0.844 1.391
C 4.216 -0.182 1.324
H 3.672 -3.850 2.760
H 3.758 -3.311 1.086
H 2.377 -4.268 1.635
H 1.356 -1.869 4.706
H 0.300 -2.834 3.688
H 0.218 -1.075 3.605
H 2.662 0.321 4.308
H 4.304 2.137 4.409
H 5.903 2.477 2.559
H 5.853 0.985 0.588
H 4.199 -0.828 0.453

***

5.
97
Properties=species:S:1:pos:R:3 method="wB97M-V/def2-TZVPD" spin_multiplicity=4 e_tot_ha=-4430.78111 charge=-2
V -1.283 -0.153 -0.952
O -5.009 -1.903 0.671
C -5.360 -2.564 -0.448
C -6.540 -3.302 -0.436
C -6.952 -3.997 -1.560
C -6.184 -3.963 -2.717
C -5.020 -3.218 -2.745
C -4.585 -2.502 -1.628
C -3.362 -1.693 -1.692
O -2.801 -1.255 -0.591
N -2.873 -1.373 -2.873
N -1.846 -0.489 -2.741
C -1.267 -0.063 -3.847
C -0.293 0.978 -3.882
C 0.250 1.364 -5.121
C 1.134 2.413 -5.249
C 1.501 3.133 -4.109
C 0.987 2.788 -2.874
C 0.110 1.696 -2.698
O -0.297 1.370 -1.508
H -4.110 -1.535 0.496
H -7.119 -3.329 0.479
H -7.877 -4.563 -1.534
H -6.495 -4.521 -3.592
H -4.407 -3.172 -3.635
H -1.609 -0.492 -4.790
H -0.042 0.796 -6.000
H 1.544 2.675 -6.218
H 2.203 3.956 -4.190
H 1.273 3.343 -1.989
C -0.730 -0.004 4.204
C -1.613 0.833 3.360
N -2.409 1.771 3.750
N -2.951 2.258 2.588
C -2.520 1.609 1.483
S -2.958 1.903 -0.090
N -1.632 0.701 1.991
N -0.978 -0.262 1.251
H -0.817 0.302 5.243
H 0.304 0.108 3.874
H -1.005 -1.057 4.108
H -3.700 2.922 2.603
H 0.039 -0.222 1.337
H -1.308 -1.240 1.538
C 4.198 -0.792 -0.703
C 3.204 0.345 -0.893
N 1.887 -0.093 -0.495
C 1.446 -1.202 -1.049
N 0.150 -1.550 -0.938
C -0.179 -2.907 -1.330
C 0.428 -3.219 -2.691
C 1.930 -3.194 -2.507
N 2.337 -2.066 -1.697
C 3.773 -1.898 -1.651
H 4.137 -1.141 0.331
H 5.228 -0.487 -0.914
H 3.207 0.657 -1.950
H 3.479 1.222 -0.298
H 1.194 1.469 0.409
H -1.261 -3.018 -1.352
H 0.202 -3.624 -0.589
H 0.120 -2.438 -3.391
H 0.095 -4.188 -3.068
H 2.447 -3.145 -3.477
H 2.257 -4.124 -2.015
H 4.141 -1.668 -2.663
H 4.228 -2.856 -1.356
Te -1.918 -3.475 1.977
C -2.776 -3.987 3.825
C -3.615 -3.274 4.636
C -4.115 -3.989 5.755
C -3.655 -5.267 5.814
S -2.594 -5.588 4.486
H -3.889 -2.253 4.409
H -4.795 -3.569 6.485
H -3.862 -6.034 6.543
C 6.637 5.102 1.680
C 5.221 4.600 1.576
C 4.837 3.379 2.111
C 3.528 2.919 2.015
C 3.179 1.605 2.663
C 2.557 3.680 1.346
Te 0.593 2.882 1.022
C 2.928 4.933 0.839
C 1.958 5.868 0.161
C 4.245 5.366 0.956
H 7.292 4.342 2.106
H 6.689 5.992 2.312
H 7.020 5.377 0.695
H 5.576 2.770 2.624
H 3.993 1.265 3.305
H 2.987 0.841 1.905
H 2.276 1.714 3.265
H 0.961 5.439 0.117
H 2.284 6.083 -0.859
H 1.898 6.814 0.704
H 4.519 6.334 0.545